C9H14O | ωB97M-V/def2-TZVPD

## Properties
SMILES string   Cc1ccc(O)cc1.CC
Orbital gap   0.32792 Ha
ΔE to the lowest compared entry with this formula, charge and spin   1.7054 eV
LUMO energy   0.790 eV
E   -426.51011 Eh
Largest force on an atom   4.797 eV/A

ORCA input file:
```
! wB97M-V def2-TZVPD RIJCOSX def2/J DEFGRID3
* xyz 0 1
C -2.76286 1.75673 -0.23270
C -2.04712 0.48165 0.17914
C -1.25261 -0.11755 -0.79639
C -0.57811 -1.32866 -0.71022
C -0.71141 -1.80212 0.64185
O -0.34518 -3.06064 0.98735
C -1.22401 -1.12716 1.76310
C -1.94663 0.02801 1.48293
H -3.77976 1.64312 -0.63625
H -2.12522 2.27731 -0.93034
H -2.80357 2.38189 0.65332
H -0.88207 0.53595 -1.58371
H -0.07097 -1.93662 -1.42968
H 0.22157 -3.63146 0.47557
H -1.07740 -1.56004 2.73850
H -2.29685 0.70079 2.26070
C 3.51234 0.74657 -0.04259
C 2.37136 0.40009 -1.09924
H 4.05200 -0.15049 0.29440
H 4.18381 1.32764 -0.64021
H 3.10374 1.29718 0.79674
H 2.33495 -0.56772 -1.55888
H 2.67847 0.98426 -1.98890
H 1.44552 0.72129 -0.62449
*
```

C9H14O | ωB97M-V/def2-TZVPD

## Properties
SMILES string   Cc1ccc(O)cc1.CC
Orbital gap   0.34331 Ha
ΔE to the lowest compared entry with this formula, charge and spin   1.0174 eV
LUMO energy   0.859 eV
E   -426.53540 Eh
Largest force on an atom   2.753 eV/A

ORCA input file:
```
! wB97M-V def2-TZVPD RIJCOSX def2/J DEFGRID3
* xyz 0 1
C 1.27009 -1.72043 1.78766
C 0.00692 -1.21005 1.20950
C -0.79810 -0.26959 1.82859
C -2.11400 -0.02184 1.38756
C -2.52604 -0.53989 0.19966
O -3.78795 -0.52267 -0.36488
C -1.68496 -1.36326 -0.56428
C -0.41024 -1.67414 -0.07548
H 2.11449 -1.51515 1.11465
H 1.25648 -2.81424 1.82614
H 1.43569 -1.33547 2.79169
H -0.42698 0.26432 2.70081
H -2.68663 0.51098 2.13810
H -4.23251 0.32295 -0.27403
H -1.91867 -1.77427 -1.53118
H 0.27494 -2.31061 -0.63191
C 2.39077 1.66896 -1.38898
C 1.17871 2.26668 -2.04608
H 2.80389 2.14638 -0.47920
H 2.16068 0.66244 -1.04460
H 3.23251 1.60116 -2.07948
H 0.97453 3.32143 -1.77484
H 1.20469 2.50900 -3.10210
H 0.28169 1.79731 -1.62731
*
```

C9H14O | ωB97M-V/def2-TZVPD

## Properties
Orbital gap (spin up / spin down)   0.38137 / 0.24191 Ha
ΔE to the lowest compared entry with this formula, charge and spin   0.6670 eV
LUMO energy (spin up / spin down)   -3.784 / -7.582 eV
E   -426.25173 Eh
Largest force on an atom   2.374 eV/A

ORCA input file:
```
! wB97M-V def2-TZVPD RIJCOSX def2/J DEFGRID3
* xyz 1 2
C 1.75854 2.02223 -1.83040
C 2.19820 1.60614 -3.25340
H 1.41804 3.05567 -1.85990
H 1.08690 1.25614 -1.43492
H 2.64151 2.09477 -1.20817
H 3.27182 1.75813 -3.35997
H 2.13688 0.53924 -3.48287
H 1.53247 2.10078 -3.95767
C -0.11264 0.21212 3.29635
C -1.11648 -0.30471 -0.33814
C -1.69324 -1.59232 -0.20891
C -0.50911 0.16176 0.79198
C -0.51347 -0.51059 2.04483
C -1.56349 -2.40937 0.93315
C -0.94627 -1.85814 2.04453
O -2.33248 -2.06915 -1.26269
H -1.34859 0.34170 -1.16927
H -0.20339 1.19005 0.68652
H -1.94579 -3.41457 1.03029
H -2.67784 -2.94761 -1.08416
H 0.37203 1.14723 3.02207
H 0.63576 -0.29814 3.89923
H -1.01070 -2.47444 2.93256
H -1.07866 0.39307 3.76896
*
```

C9H14O | ωB97M-V/def2-TZVPD

## Properties
Orbital gap (spin up / spin down)   0.36423 / 0.21824 Ha
ΔE to the lowest compared entry with this formula, charge and spin   1.8310 eV
LUMO energy (spin up / spin down)   -4.046 / -8.019 eV
E   -426.20895 Eh
Largest force on an atom   4.387 eV/A

ORCA input file:
```
! wB97M-V def2-TZVPD RIJCOSX def2/J DEFGRID3
* xyz 1 2
C -0.55513 2.03855 -0.44571
C 0.75039 -1.48724 -1.44802
C 0.64681 -1.31541 -2.81012
C 0.45994 -0.33038 -0.69753
C -0.01959 0.87628 -1.23281
C 0.15798 -0.19369 -3.47274
C -0.22791 0.88635 -2.62913
O 1.10345 -2.36603 -3.57910
H 1.11686 -2.42497 -1.00321
H 0.65008 -0.38093 0.42655
H 0.17978 -0.14825 -4.60232
H 1.22024 -1.84222 -4.47136
H -0.10451 2.89962 -0.83224
H -0.29158 2.22952 0.75033
H -0.81240 1.73436 -3.05400
H -1.68921 1.99958 -0.40094
C -0.29074 -1.08227 3.66354
C -0.32818 0.44071 3.68938
H 0.54094 -1.47994 3.07785
H -0.11129 -1.43791 4.66003
H -1.27751 -1.35725 3.35413
H 0.67529 0.82141 3.81832
H -0.99398 0.97505 4.43298
H -0.79973 0.94505 2.80611
*
```